79
Properties=species:S:1:pos:R:3:forces:R:3:mulliken_spin:R:1 method="wB97M-V/def2-TZVPD" charge=+2 energy_ev=-126301.3518 homo_energy_ha="-0.49659 / -0.50002" multiplicity=3 molar_mass_da=671.0 e_above_lowest_kcal_mol=20.87 lumo_ev="-7.63 / -8.52"
N 3.865 -4.259 -0.006 0.077 -0.276 0.130 0.053
C 2.667 -4.692 0.383 -0.183 0.328 0.036 -0.019
C 1.493 -3.970 0.159 -0.115 0.022 -0.211 0.036
C 1.552 -2.772 -0.569 0.315 0.225 0.190 0.066
C 2.823 -2.349 -1.009 -0.025 -0.494 0.216 0.049
C 3.942 -3.124 -0.684 -0.455 0.645 -0.212 -0.023
C 0.323 -2.009 -0.907 1.538 -1.411 -2.350 0.234
Pd -0.113 -0.247 -0.073 -0.108 0.349 2.963 0.799
P -1.718 1.333 -0.063 -2.949 -0.550 -1.534 0.439
C 0.376 -0.970 -1.905 0.080 -1.735 -0.985 -0.335
C -0.685 -0.849 -2.926 0.418 0.267 0.015 0.169
C -0.369 -0.119 -4.086 -0.398 0.275 0.413 0.013
C -1.380 0.387 -4.884 -0.172 -0.322 -0.007 0.001
C -2.723 0.092 -4.589 1.378 -1.289 1.020 0.034
C -3.009 -0.875 -3.604 0.465 0.234 0.091 -0.005
C -1.987 -1.335 -2.762 -0.378 0.212 -0.203 0.034
Br -4.067 0.935 -5.473 -1.057 0.564 -0.775 0.008
H -0.616 -2.548 -0.790 0.190 -0.072 -0.027 0.051
H 1.349 -0.584 -2.215 -0.284 -0.276 -0.028 0.008
H 0.535 -4.355 0.509 0.263 0.069 -0.047 0.002
H 2.958 -1.455 -1.613 0.023 -0.199 0.140 0.004
H 2.650 -5.641 0.917 -0.051 0.180 -0.110 0.000
H 4.936 -2.784 -0.985 -0.212 -0.210 0.044 0.000
H 0.672 0.125 -4.284 -0.185 0.072 -0.036 0.000
H -2.234 -2.031 -1.947 0.041 0.391 -0.407 -0.031
H -1.137 1.009 -5.734 -0.058 0.089 -0.041 0.000
H -4.031 -1.207 -3.440 0.142 0.083 -0.114 0.001
P 1.737 0.873 0.941 0.692 0.561 -0.538 0.165
C -3.411 1.118 -0.813 -0.521 -0.162 0.411 0.052
C -4.006 2.287 -1.610 -0.100 -0.020 -0.174 0.005
H -4.098 0.925 0.026 0.230 -0.102 -0.442 -0.002
H -3.332 0.203 -1.417 -0.276 0.292 0.136 0.032
H -5.093 2.137 -1.677 0.298 0.052 0.018 0.000
H -3.833 3.252 -1.110 -0.115 -0.296 -0.190 -0.001
H -3.635 2.340 -2.643 -0.102 0.013 0.352 0.003
C -1.057 2.074 -1.775 1.465 0.844 -0.042 0.029
C -1.213 3.580 -2.017 -0.032 0.404 -0.096 -0.003
H -1.610 1.452 -2.502 -0.069 0.178 0.809 0.005
H 0.001 1.745 -1.854 -0.706 0.435 0.280 -0.018
H -0.359 3.960 -2.612 -0.318 -0.258 0.428 0.002
H -2.121 3.821 -2.593 0.409 -0.188 0.363 -0.001
H -1.263 4.141 -1.069 0.146 -0.096 -0.478 -0.004
C -2.478 0.684 1.668 1.332 0.271 1.043 0.069
C -3.388 1.616 2.443 -0.273 0.385 0.064 0.004
H -1.603 0.368 2.247 -0.314 0.281 -0.112 -0.008
H -2.995 -0.236 1.361 0.400 0.388 -0.483 0.012
H -3.118 1.564 3.509 -0.065 0.181 -0.369 -0.002
H -3.300 2.656 2.095 -0.153 -0.313 0.347 -0.001
H -4.439 1.300 2.365 0.346 0.222 -0.109 0.003
C 1.272 1.896 2.395 -0.414 -0.073 0.150 0.030
C 2.207 1.839 3.601 0.036 0.146 0.324 0.013
H 0.255 1.590 2.689 0.236 0.154 0.047 -0.007
H 1.184 2.929 2.025 0.021 -0.290 0.065 0.009
H 2.202 0.856 4.088 0.055 0.235 -0.138 0.000
H 3.243 2.097 3.348 -0.289 -0.068 0.056 0.000
H 1.858 2.567 4.344 0.138 -0.160 -0.122 0.001
C 2.305 2.129 -0.272 -0.057 -0.167 -0.198 0.001
C 3.733 2.635 -0.075 0.229 0.225 -0.048 0.011
H 1.580 2.955 -0.222 0.117 -0.178 -0.053 0.003
H 2.198 1.670 -1.265 0.084 0.165 0.106 0.002
H 3.926 2.981 0.948 -0.089 -0.065 -0.182 -0.001
H 4.476 1.870 -0.327 -0.178 0.125 0.108 0.000
H 3.912 3.483 -0.743 -0.015 -0.114 0.111 0.000
C 3.266 -0.049 1.350 0.257 -0.145 0.055 0.018
C 3.098 -1.282 2.235 -0.069 -0.408 0.062 0.009
H 3.982 0.657 1.802 -0.298 -0.135 -0.168 0.010
H 3.706 -0.360 0.391 -0.198 0.162 0.220 -0.003
H 4.041 -1.843 2.274 -0.210 0.215 0.042 0.001
H 2.827 -1.039 3.274 0.088 -0.035 -0.357 0.001
H 2.352 -1.972 1.813 0.148 0.212 0.200 -0.001
N -0.200 -1.690 3.074 -0.264 -0.071 0.035 0.003
C -0.800 -2.612 3.865 -0.159 0.074 -0.656 0.003
C -1.664 -3.312 3.044 0.092 -0.122 0.031 -0.002
C -1.503 -2.771 1.756 0.470 0.379 0.908 0.010
N -0.624 -1.756 1.790 0.037 -0.439 0.167 -0.036
H 0.554 -1.062 3.342 -0.378 -0.255 -0.236 0.005
H -0.565 -2.704 4.916 -0.038 0.010 -0.131 0.001
H -2.315 -4.126 3.314 0.053 -0.016 0.094 0.000
H -1.959 -3.138 0.842 0.017 0.392 0.122 -0.011

24
Properties=species:S:1:pos:R:3:forces:R:3:nbo_charge:R:1 method="wB97M-V/def2-TZVPD" charge=0 energy_ev=-9458.4922 homo_energy_ha=-0.30498 molar_mass_da=116.2 e_above_lowest_kcal_mol=82.61 smiles=CCN(C)CCNC lumo_ev=1.15
C -1.869 1.177 -2.761 0.050 3.332 3.217 -0.631
C -1.690 0.290 -1.478 0.166 0.123 -0.941 -0.224
N -0.450 0.630 -0.644 -1.304 -2.558 -0.125 -0.456
C 0.629 0.824 -1.594 3.240 1.597 1.786 -0.452
C -0.135 -0.628 0.234 1.274 1.683 -0.127 -0.228
C 0.125 -0.225 1.706 -0.147 -1.439 -0.760 -0.228
N 0.860 -1.354 2.300 2.617 2.949 -0.075 -0.669
C 2.153 -0.985 3.070 -2.118 -5.993 0.349 -0.396
H -2.852 1.112 -3.129 -1.215 -0.564 -0.706 0.218
H -1.780 2.307 -2.521 -0.247 -1.521 0.170 0.201
H -1.145 1.135 -3.517 0.884 -0.990 -1.105 0.206
H -2.630 0.298 -0.835 1.331 0.057 -0.785 0.208
H -1.596 -0.706 -2.000 0.052 0.235 1.169 0.166
H 0.359 0.414 -2.552 1.168 -0.946 -0.305 0.188
H 0.959 1.851 -1.790 -1.605 0.762 -0.258 0.199
H 1.713 0.745 -1.071 -2.279 -1.665 -1.222 0.211
H 0.798 -1.179 -0.081 -0.865 0.875 -0.123 0.201
H -0.893 -1.393 0.264 -0.760 0.039 -0.476 0.187
H 0.629 0.719 1.774 0.857 0.249 -0.108 0.193
H -0.817 -0.012 2.187 -0.576 -0.154 0.338 0.175
H 0.299 -2.072 2.650 -0.617 -0.847 0.990 0.367
H 2.317 0.018 3.067 0.294 2.852 0.103 0.188
H 3.019 -1.537 2.580 -0.927 0.786 0.703 0.190
H 1.998 -1.428 4.140 0.728 1.138 -1.710 0.187